[1]
C35H39N5O8PSTi | wB97M-V/def2-TZVPD

The geometry in XYZ format:
```
90
Properties=species:S:1:pos:R:3:forces:R:3
Ti 0.28763 0.48653 -0.03924 0.200 0.403 -0.838
O -6.42465 0.88763 1.40895 -0.008 0.017 0.001
C -5.73049 0.79056 0.40197 0.005 -0.056 0.006
O -5.93118 0.32055 -0.74165 -0.002 0.018 -0.011
C -4.26679 1.24897 0.53974 0.001 0.022 -0.020
C -3.58832 1.75497 -0.56652 0.013 -0.023 -0.059
C -2.22517 1.85576 -0.52381 0.063 0.035 -0.073
N -1.49436 1.49202 0.56612 -0.035 0.133 0.160
C -2.17246 1.24345 1.71448 0.028 -0.022 -0.005
C -3.54875 1.09222 1.71172 -0.008 0.011 0.015
C -1.46303 1.30424 3.02026 0.013 -0.023 0.009
C -1.83042 0.47425 4.07347 -0.028 0.024 0.017
C -1.25252 0.68709 5.31330 -0.005 0.004 -0.006
C -0.35486 1.73025 5.45955 -0.001 0.009 -0.001
C -0.05911 2.50738 4.34892 0.002 0.001 0.011
N -0.58686 2.30424 3.14602 0.004 -0.009 -0.027
C -1.42916 2.35254 -1.66263 0.023 -0.030 0.093
C -1.97083 3.12343 -2.67973 0.012 0.030 -0.015
C -1.12829 3.63112 -3.65219 0.022 -0.012 0.018
C 0.23295 3.38232 -3.55630 -0.027 0.017 0.007
C 0.69267 2.60801 -2.50952 0.037 0.026 -0.012
N -0.11965 2.07177 -1.59811 -0.284 -0.120 -0.049
H -4.15126 1.96139 -1.46642 0.002 -0.001 -0.005
H -4.09032 0.87465 2.62262 0.006 -0.004 0.013
H -2.53434 -0.33040 3.91594 0.000 0.016 -0.003
H -1.50923 0.05368 6.15171 -0.001 0.000 0.001
H 0.10310 1.94861 6.41437 0.003 0.002 -0.001
H 0.62621 3.34370 4.43236 0.011 -0.001 0.000
H -3.02723 3.34636 -2.68997 -0.006 -0.003 0.004
H -1.52506 4.23777 -4.45494 0.002 -0.001 -0.003
H 0.93535 3.79366 -4.26698 -0.005 0.002 -0.004
H 1.74568 2.43577 -2.36600 -0.018 -0.019 -0.011
C 0.33494 -3.70189 2.72985 -0.001 -0.019 -0.031
C -0.64659 -2.96728 1.81155 -0.020 0.034 0.032
C -1.75406 -3.90122 1.34866 0.000 -0.001 0.011
O -1.24405 -1.87247 2.46423 -0.012 -0.125 -0.064
C 0.15312 -2.49427 0.59386 0.079 0.068 -0.086
O 0.57463 -3.21236 -0.27086 0.030 -0.031 -0.031
O 0.42452 -1.17062 0.57843 -0.225 -0.286 0.415
H -0.21654 -4.06856 3.59509 0.004 0.004 0.004
H 1.12055 -3.02987 3.07489 0.008 0.008 0.009
H 0.78598 -4.54740 2.21093 0.003 0.001 0.005
H -2.26652 -4.29643 2.22444 0.001 0.003 0.000
H -1.34313 -4.72771 0.77190 0.000 -0.007 -0.002
H -2.48771 -3.36837 0.74444 -0.006 0.005 -0.003
H -0.52110 -1.33323 2.83349 -0.021 0.033 -0.010
C 3.69030 3.99569 1.48417 0.012 0.002 0.002
N 3.06269 2.75533 1.93408 -0.020 0.004 -0.094
C 3.37638 2.16743 3.13713 -0.016 -0.040 0.010
C 2.79029 1.03713 3.54650 0.003 -0.008 0.005
C 1.74438 0.42462 2.74192 0.080 0.123 -0.042
O 1.07688 -0.51245 3.14342 0.087 0.004 -0.005
N 1.54790 0.99773 1.47439 -0.020 -0.190 0.317
C 2.19100 2.13438 1.08779 -0.006 -0.027 0.218
O 1.96697 2.56025 -0.04942 -0.057 -0.066 -0.070
H 4.27289 4.40283 2.30570 -0.002 0.002 -0.002
H 2.92564 4.71031 1.19008 -0.004 -0.001 0.005
H 4.34272 3.80964 0.63265 0.005 0.001 0.000
H 4.11873 2.68728 3.72684 0.001 0.004 -0.006
H 3.01876 0.59024 4.50097 0.011 0.005 0.000
C -3.43120 -1.43015 -1.35169 -0.010 0.035 0.038
S -1.99381 -1.07996 -2.36238 -0.033 0.015 -0.043
C -1.45809 -2.75839 -2.61949 -0.052 -0.071 0.004
O -0.94575 -0.47668 -1.41991 0.119 0.041 0.202
H -3.88174 -2.34959 -1.72407 0.007 0.000 -0.014
H -4.17608 -0.62974 -1.39720 0.014 0.008 0.001
H -3.07884 -1.56815 -0.32817 -0.004 -0.009 -0.006
H -1.40719 -3.27966 -1.66517 0.003 0.002 -0.050
H -0.48633 -2.74451 -3.10320 0.023 0.030 0.003
H -2.19657 -3.21599 -3.27881 0.009 -0.008 -0.007
C 3.59879 0.77684 -2.19044 -0.027 0.028 0.031
P 2.32805 -0.33493 -1.49639 -0.019 -0.019 0.032
C 3.33256 -1.39949 -0.42280 -0.002 0.010 -0.001
C 1.86314 -1.33378 -2.93532 0.021 -0.008 0.007
C 2.17875 -2.68485 -3.03555 0.004 0.007 -0.007
C 1.86465 -3.38700 -4.19258 -0.004 -0.004 -0.007
C 1.22971 -2.74905 -5.24806 0.000 0.004 0.011
C 0.89519 -1.40359 -5.14570 0.002 -0.005 0.006
C 1.20918 -0.70052 -3.99390 -0.006 0.007 0.009
H 3.24994 1.24398 -3.10887 -0.004 -0.004 -0.003
H 4.47439 0.17387 -2.43214 0.008 0.008 -0.002
H 3.86483 1.54887 -1.46973 -0.003 0.000 -0.006
H 4.21029 -1.75285 -0.96434 0.006 -0.008 0.012
H 2.74930 -2.24546 -0.06877 0.001 0.002 -0.009
H 3.65674 -0.81095 0.43661 0.008 -0.001 -0.001
H 2.65599 -3.20170 -2.21511 0.005 -0.003 0.002
H 2.11808 -4.43616 -4.26587 0.000 0.000 0.000
H 0.99244 -3.29896 -6.14905 -0.002 0.001 0.000
H 0.39416 -0.90269 -5.96362 0.001 -0.002 -0.001
H 0.94062 0.34805 -3.92290 0.001 -0.004 -0.001
```
Positions in Å, forces in eV/Å.

* relative energy (zero: lowest compared OMol25 entry of this formula, charge and spin): 24.7 kcal per mole
* LUMO level: -0.1605 Ha
* electronic energy: -103997.04695 eV
* largest force on an atom: 0.01849 hartree/bohr
* HOMO: -10.270 eV
* spin multiplicity: 1
* net charge: +1
* Kohn-Sham gap: 5.904 eV

Atom charges from the Mulliken analysis, given in e for atoms 1 to 2: atom 1 (Ti): -0.97, atom 2 (O): -0.69

[2]
C3H5N2O2 | wB97M-V/def2-TZVPD

The geometry in XYZ format:
```
12
Properties=species:S:1:pos:R:3:forces:R:3
C -0.79822 -1.50775 -0.00431 -0.874 -0.126 0.878
C 1.39272 -0.38549 -0.11139 -3.496 1.577 1.427
C 1.24218 1.07394 0.07599 -0.711 -0.022 0.327
N 0.48574 -1.31432 -0.09361 -0.683 -0.531 -0.355
N -2.06097 0.56896 -0.33369 0.703 1.067 -0.698
O -3.03725 1.19598 0.08549 0.394 -1.090 0.261
O -1.91860 -0.74171 0.26691 0.079 -0.007 0.248
H -1.12624 -2.53379 0.15694 0.091 0.001 -0.222
H 2.25762 -0.70572 -0.44345 4.631 -1.581 -1.371
H 1.33984 1.47350 1.08741 -0.052 -0.325 0.430
H 0.21055 1.27739 -0.21505 -0.085 0.714 -0.324
H 2.01263 1.59901 -0.47123 0.004 0.325 -0.601
```
Positions in Å, forces in eV/Å.

* relative energy (zero: lowest compared OMol25 entry of this formula, charge and spin): 89.4 kcal per mole
* LUMO level (alpha / beta): 0.1550 / 0.1599 Ha
* electronic energy: -10262.70842 eV
* largest force on an atom: 0.09883 hartree/bohr
* HOMO (alpha / beta): -1.380 / -2.239 eV
* spin multiplicity: 1
* net charge: -1
* Kohn-Sham gap (alpha / beta): 5.598 / 6.590 eV

Atom charges from the Mulliken analysis, given in e for atoms 1 to 2: atom 1 (C): -0.24, atom 2 (C): -0.25

[3]
C14H16N2O | wB97M-V/def2-TZVPD

The geometry in XYZ format:
```
33
Properties=species:S:1:pos:R:3:forces:R:3
C -1.90350 -3.16763 -2.10542 0.510 -0.071 0.207
C -2.51648 -1.98981 -2.01118 2.850 -1.729 -0.441
C -1.95099 -0.80125 -1.34778 -0.108 -1.371 -0.749
O -2.83053 -0.07710 -1.02587 -2.065 3.071 1.735
N -0.64305 -0.50784 -1.02506 -0.435 0.685 0.867
N 0.32370 -0.94760 -1.83276 1.976 0.582 -1.385
C 1.42012 -0.24421 -1.95301 -0.642 -1.896 0.226
C 1.69543 0.95958 -1.14060 1.231 -0.306 -2.102
C 2.82398 1.72455 -1.37645 -0.285 1.809 1.454
C 3.04402 2.92703 -0.64990 0.016 -0.829 -1.444
C 2.09009 3.31208 0.28480 -1.391 -0.185 -0.621
C 0.86876 2.61267 0.43328 3.750 -0.774 -1.979
C 0.74413 1.43470 -0.31050 -2.862 0.099 2.426
C -0.40056 0.49518 0.04753 0.717 -0.066 -0.046
C 0.03856 -0.24839 1.29208 -0.328 -1.512 0.477
C -0.95510 -1.25645 1.90266 0.294 0.903 1.339
C -1.08716 -1.00480 3.45330 2.507 0.186 -2.698
H -2.41973 -3.97623 -2.59058 -0.136 -0.355 0.002
H -0.88731 -3.39705 -1.72383 -0.801 0.476 -0.321
H -3.49833 -1.87117 -2.38859 -0.703 0.373 -0.197
H 2.15428 -0.69495 -2.69852 -0.895 0.939 1.209
H 3.46513 1.47346 -2.16765 0.985 -0.429 -0.829
H 3.87668 3.55810 -1.02321 -0.547 -0.365 0.894
H 2.07036 4.23998 0.80899 0.831 0.619 0.301
H 0.27705 2.99658 1.19058 -1.830 0.157 1.024
H -1.31433 1.03468 0.27337 -0.149 0.019 -0.411
H 0.84914 -0.89116 1.07959 1.472 -0.362 -0.921
H 0.46028 0.37356 2.05162 -0.130 0.995 0.455
H -0.60780 -2.29620 1.70681 -0.781 0.689 -0.080
H -1.92810 -0.98344 1.51503 -0.436 -0.776 -0.373
H -1.79772 -1.64653 3.79296 -2.167 -1.554 1.467
H -0.15124 -1.15722 3.97438 0.315 -0.292 0.088
H -1.30979 0.01684 3.56391 -0.763 1.268 0.427
```
Positions in Å, forces in eV/Å.

* relative energy (zero: lowest compared OMol25 entry of this formula, charge and spin): 62.1 kcal per mole
* structure (SMILES): C=CC(=O)N1N=Cc2ccccc2[C@@H]1CCC
* LUMO level: 0.0163 Ha
* electronic energy: -19802.70610 eV
* largest force on an atom: 0.08382 hartree/bohr
* HOMO: -8.395 eV
* spin multiplicity: 1
* net charge: 0
* Kohn-Sham gap: 8.840 eV

Atom charges from the Mulliken analysis, given in e for atoms 1 to 2: atom 1 (C): -0.76, atom 2 (C): -0.34

[4]
C9H14 | wB97M-V/def2-TZVPD

The geometry in XYZ format:
```
23
Properties=species:S:1:pos:R:3:forces:R:3
C -2.18883 -1.90560 -0.26610 -3.644 1.017 4.514
C -1.85939 -0.63467 0.63286 -1.392 -1.184 -1.762
C -2.21533 -0.65410 2.00074 1.603 -3.203 -3.288
C -1.99879 0.52531 2.56582 -0.470 2.295 5.620
C -1.23458 1.58216 2.07479 0.339 -0.166 -0.208
C -0.89320 1.56137 0.73440 -0.687 1.303 -0.781
C -1.56244 0.59027 -0.01509 1.124 -1.886 -1.966
H -1.56656 -2.27821 -0.97080 2.576 -0.702 -1.883
H -3.08165 -1.54243 -0.78054 -0.169 -0.433 -0.255
H -2.56296 -2.80007 0.42231 0.882 1.868 -1.384
H -2.34106 -1.69872 2.43103 -0.542 1.937 -0.015
H -2.39484 0.61082 3.62877 0.856 0.144 -1.127
H -0.85706 2.37472 2.71997 -0.377 -0.246 -0.028
H -0.26690 2.37674 0.27670 -0.939 -0.922 0.426
H -1.70139 0.59006 -1.17176 0.859 0.175 2.130
C 3.57644 0.63806 -1.23241 -1.864 -0.132 1.750
C 2.98685 -0.30426 -2.36666 0.591 0.451 0.946
H 4.51544 0.22024 -0.90930 0.214 -0.334 0.465
H 3.85686 1.61663 -1.57885 -0.158 0.441 -0.573
H 2.92695 0.87461 -0.22936 1.239 -0.951 -2.595
H 3.84834 -0.83742 -2.71870 0.682 -0.155 -0.560
H 2.38999 -1.17570 -2.00247 -0.297 1.275 -0.249
H 2.62411 0.27019 -3.24536 -0.426 -0.594 0.825
```
Positions in Å, forces in eV/Å.

* relative energy (zero: lowest compared OMol25 entry of this formula, charge and spin): 61.0 kcal per mole
* structure (SMILES): Cc1ccccc1.CC
* LUMO level: 0.0330 Ha
* electronic energy: -9557.53590 eV
* largest force on an atom: 0.11841 hartree/bohr
* HOMO: -8.698 eV
* spin multiplicity: 1
* net charge: 0
* Kohn-Sham gap: 9.597 eV

Atom charges from the Mulliken analysis, given in e for atoms 1 to 2: atom 1 (C): -1.26, atom 2 (C): 0.94